Run a
Entry from the OMol25 dataset: C2H4N4 as an isolated structure (ωB97M-V with the def2-TZVPD basis set).

Values from the calculation:
HOMO: -0.87333 hartree
Kohn-Sham gap: 11.84 eV
net charge: +2

Structure (XYZ):
```
10
Properties=species:S:1:pos:R:3:lowdin_charge:R:1
C -1.26260 -0.06635 -0.40974 0.1915
C 0.52074 -0.02919 0.46845 -0.1140
N 1.65682 -1.98202 -0.55770 0.5361
N 1.38871 2.25189 0.30443 0.5340
N 1.14381 -1.13708 -0.09389 0.1534
N 1.11977 1.18939 0.22724 0.1412
H -1.95264 0.19124 0.43894 0.1018
H -1.40616 0.66582 -1.18309 0.0739
H -1.56367 -1.13776 -0.79878 0.1447
H 0.35524 0.05406 1.60414 0.2373
```

***

Run b
Entry from the OMol25 dataset: an isolated ion of composition C2H4N4 and charge +2 (ωB97M-V with the def2-TZVPD basis set).

Values from the calculation:
HOMO (alpha / beta): -0.76589 / -0.76616 hartree
Kohn-Sham gap (alpha / beta): 6.70 / 6.71 eV
net charge: +2
SMILES string: [H]/N=C/N=[N+]=C=[NH2+]

Structure (XYZ):
```
10
Properties=species:S:1:pos:R:3:lowdin_charge:R:1
H -1.81632 -2.13640 -0.06813 0.2216
N -1.42781 -1.11782 -0.05135 0.2959
C -1.75328 0.04051 0.05207 -0.2112
N -1.14653 1.25698 -0.27475 0.3375
N 0.04902 1.12949 -0.05276 0.2371
C 0.99701 0.33538 0.00320 0.0863
N 2.21203 0.10305 -0.05887 0.3719
H -2.67317 0.41080 0.52752 0.1864
H 2.92537 0.83823 -0.21356 0.2264
H 2.63370 -0.86023 0.13662 0.2482
```

***

The structure shown above that is least stable: run b.